No. 1
{"formula": "C25H31Cl2O7Re", "method": "wB97M-V/def2-TZVPD", "homo_lumo_gap_ev": [4.55, 5.04], "charge": -1, "homo_energy_ev": [-2.2, -2.7], "spin_multiplicity": 4, "species": ["C", "C", "C", "C", "O", "C", "H", "O", "O", "H", "Re", "H", "C", "H", "Cl", "H", "C", "H", "C", "H", "H", "C", "H", "H", "H", "C", "C", "O", "H", "C", "H", "H", "O", "C", "C", "C", "C", "H", "H", "H", "C", "C", "H", "H", "H", "H", "H", "C", "H", "H", "C", "Cl", "H", "H", "H", "C", "H", "C", "O", "H", "C", "H", "C", "H", "C", "O"], "coordinates": [[0.914, -1.898, -0.796], [1.451, -0.478, -0.172], [-1.775, 0.604, 4.803], [-2.068, 1.970, -0.009], [4.282, 0.298, -2.509], [1.579, 0.494, -1.338], [0.635, 1.009, -1.559], [0.888, 1.054, -4.081], [0.441, 1.294, 1.421], [6.190, 0.892, -2.832], [-1.279, 1.649, 2.072], [-0.332, 3.346, -0.262], [1.698, 0.171, -3.859], [6.049, -0.792, -2.228], [-5.661, -0.717, 1.215], [-2.486, 2.717, 4.497], [-2.908, 3.009, 1.900], [-3.607, 3.318, 2.667], [1.024, -0.021, 1.243], [-1.249, 4.558, 1.979], [-1.994, 1.340, -0.888], [-1.758, 1.945, 4.261], [-1.815, -2.828, -2.179], [1.438, 0.876, 3.962], [2.369, 1.259, -1.244], [-1.585, -2.082, -1.397], [3.461, -0.751, -2.641], [-2.145, -0.242, 2.122], [5.644, -0.427, -3.919], [5.627, -0.036, -2.896], [0.400, -0.794, 1.690], [1.857, -2.579, -2.657], [2.504, -0.362, -4.800], [-1.186, 3.041, 0.331], [-4.551, -0.743, 2.605], [1.958, -0.441, -2.500], [0.366, 0.987, 4.088], [-2.610, 0.155, 5.333], [0.100, -3.482, 1.198], [1.305, 0.100, -6.440], [-0.363, 2.227, 3.900], [-3.124, 1.943, 0.960], [-1.483, -1.106, -1.883], [2.516, -0.724, -0.001], [2.542, 1.323, -6.000], [-4.816, -1.584, 3.255], [-0.489, -4.589, -0.070], [2.335, 0.246, -6.080], [3.068, -0.257, -6.712], [0.062, 3.216, 3.799], [-0.502, 0.045, 4.680], [-4.661, 0.732, 3.598], [-2.475, -2.051, -0.757], [-3.976, 1.278, 0.908], [0.297, -1.743, -2.908], [-0.613, -3.585, 0.370], [-0.210, -0.932, 5.051], [-1.681, 3.674, 1.527], [3.918, -1.865, -2.850], [-1.634, -3.503, 0.773], [1.217, -1.764, -2.307], [1.911, 0.023, 1.894], [-3.152, -1.070, 2.046], [1.631, -2.600, -0.325], [-0.413, -2.545, -0.635], [-3.074, -2.205, 1.586]], "nbo_charge": [-0.26, -0.20, -0.30, -0.35, -0.51, -0.39, 0.23, -0.60, -0.77, 0.19, 1.18, 0.24, 0.83, 0.20, -0.03, 0.21, -0.34, 0.24, -0.06, 0.23, 0.24, -0.37, 0.20, 0.20, 0.23, -0.69, 0.83, -0.71, 0.19, -0.26, 0.19, 0.25, -0.51, -0.20, -0.31, -0.26, -0.27, 0.20, 0.21, 0.20, -0.40, -0.20, 0.21, 0.18, 0.19, 0.24, 0.19, -0.26, 0.19, 0.20, -0.30, -0.02, 0.25, 0.23, 0.21, -0.69, 0.20, -0.36, -0.62, 0.27, -0.39, 0.16, 0.76, 0.20, 0.11, -0.68]}



No. 2
{"formula": "C36H32CuN3O2STe", "method": "wB97M-V/def2-TZVPD", "de_lowest_kcal_mol": 10.9, "homo_lumo_gap_ev": 7.76, "homo_energy_ev": -7.6, "species": ["H", "C", "C", "C", "C", "H", "O", "C", "C", "C", "H", "S", "H", "H", "C", "H", "H", "C", "C", "H", "C", "C", "C", "N", "C", "C", "C", "H", "C", "C", "O", "C", "Te", "Cu", "C", "C", "C", "H", "C", "H", "C", "C", "C", "H", "H", "H", "C", "H", "H", "H", "N", "H", "C", "C", "C", "C", "H", "C", "H", "H", "H", "C", "H", "H", "H", "C", "N", "C", "H", "H", "H", "H", "H", "H", "H", "C"], "coordinates": [[-5.159, -5.000, 1.288], [-1.095, -0.604, 5.151], [0.119, 3.631, -2.176], [5.273, -2.926, -2.592], [4.465, -0.427, -3.498], [-0.771, -0.870, -3.533], [1.364, -0.597, -3.271], [-0.767, 0.520, 3.051], [-1.140, -0.612, 3.764], [1.993, -0.465, -0.959], [0.570, 4.882, 1.439], [-3.741, 0.465, -2.219], [-4.880, -2.571, 1.667], [-2.175, -2.653, -2.982], [-0.970, 3.666, -1.319], [-3.807, -1.168, -0.021], [-0.003, 3.292, -3.197], [-4.691, -4.381, 0.534], [3.588, -1.213, -2.762], [-3.781, 0.501, 1.536], [-0.764, 0.472, 1.551], [2.950, 0.036, 1.214], [-2.594, -0.729, -2.639], [-1.840, 0.796, 0.904], [6.154, -2.129, -3.311], [-0.723, 0.547, 5.828], [-3.618, 2.570, 1.010], [-4.333, -6.001, -0.821], [0.659, -0.335, -0.446], [4.140, 0.169, 2.129], [-0.322, -0.660, -1.204], [-0.407, 1.679, 3.732], [-2.452, 4.373, 1.304], [-1.975, 0.216, -0.902], [-4.537, -3.020, 0.744], [1.535, 4.473, -0.432], [-0.808, 4.103, -0.010], [6.443, -0.247, -4.298], [-3.611, -4.149, -1.600], [-3.251, -4.591, -2.522], [1.669, 0.211, 1.702], [-0.399, 1.695, 5.118], [-3.021, 1.290, 1.607], [-0.126, 2.560, 3.169], [4.145, 0.546, -3.852], [-1.953, 3.383, -1.679], [-3.438, -2.779, -1.391], [4.095, 1.093, 2.708], [4.089, -0.328, -0.548], [3.314, -3.059, -1.717], [-2.740, -2.071, -2.383], [-4.550, 2.777, 1.533], [4.000, -2.462, -2.305], [5.751, -0.879, -3.755], [2.206, -0.735, -2.402], [-3.921, -2.222, -0.208], [-1.460, -1.499, 3.229], [3.092, -0.267, -0.131], [5.584, -3.900, -2.238], [-3.826, 2.444, -0.051], [2.217, 4.016, -2.411], [0.446, 4.510, 0.428], [-2.805, 1.462, 2.661], [-1.649, 0.500, -3.891], [7.156, -2.483, -3.516], [-4.227, -4.939, -0.647], [-1.703, -0.479, -3.658], [1.371, 4.035, -1.736], [1.565, 0.492, 2.740], [5.068, 0.156, 1.559], [-0.134, 2.603, 5.645], [-0.689, 0.556, 6.909], [-1.350, -1.500, 5.701], [4.165, -0.660, 2.839], [2.509, 4.791, -0.082], [0.511, 0.098, 0.920]], "lowdin_charge": [0.10, -0.07, -0.08, -0.08, -0.03, 0.07, 0.09, -0.22, -0.02, -0.06, 0.08, 0.75, 0.10, 0.15, -0.15, 0.04, 0.11, -0.10, -0.18, 0.11, -0.16, -0.26, -0.89, 0.02, -0.09, -0.08, -0.48, 0.10, -0.26, -0.05, -0.09, -0.05, 1.26, 0.21, -0.08, -0.09, -0.57, 0.10, -0.03, 0.11, 0.03, -0.07, -0.29, 0.10, 0.12, 0.09, -0.23, 0.08, 0.12, 0.12, 0.07, 0.04, -0.04, -0.08, -0.30, -0.04, 0.12, 0.03, 0.10, 0.01, 0.10, -0.17, 0.10, 0.08, 0.10, -0.09, 0.09, -0.09, 0.12, 0.07, 0.11, 0.10, 0.10, 0.08, 0.10, -0.04]}



Table of F_max (eV/Å), in record order: 4.9, 1.0